Entry from the OMol25 dataset: a structure of composition C28H53O6PW in a non-equilibrium geometry (wB97M-V/def2-TZVPD).

Computed properties:
Net charge: +4
E_HOMO (spin up / spin down): -19.77 / -19.78 eV
Spin multiplicity: 3
E_LUMO (spin up / spin down): -14.15 / -13.98 eV
⟨S²⟩: 2.011

XYZ file:
```
89
Properties=species:S:1:pos:R:3:forces:R:3
C 0.8171 -5.2437 -1.6669 -0.1 -0.1 0.1
H 1.4698 5.6672 0.7514 0.1 0.0 -0.1
H -2.6301 3.0435 -2.3275 0.0 0.1 0.2
H 2.8137 -4.7705 -0.9237 0.0 0.0 0.0
H 0.1414 4.5148 2.5873 -0.1 -0.1 0.0
H -1.8361 3.5895 2.2726 0.1 0.0 0.1
H -0.6590 -2.2253 -2.4376 0.0 0.0 0.0
H -0.2873 -0.1821 2.2947 0.1 0.0 0.0
C 1.7755 -4.5992 -0.6409 0.1 -0.1 -0.2
H 2.1770 1.3313 3.0235 0.0 0.0 0.0
H -1.8780 1.8733 1.8540 0.0 0.0 0.1
H 0.9673 -3.7373 -3.1935 0.0 0.0 0.0
C 0.7202 -2.0696 2.6818 0.1 -0.1 0.0
C -0.5679 2.8692 -2.9088 -0.4 0.1 -0.1
C -4.4647 -0.6024 -0.4019 -0.1 -0.1 0.0
C -3.0414 -1.0006 -0.7925 -0.2 0.0 0.1
H -5.3889 -1.0363 1.5299 0.1 0.0 0.0
H -1.9712 4.2060 -0.1496 0.1 0.0 -0.1
H 3.8109 1.4990 -2.8413 0.1 0.0 0.1
C -2.1289 3.1797 0.1780 -0.1 0.0 0.1
H -4.4608 0.4199 -0.0011 0.0 0.0 0.0
H -4.5052 -3.2637 1.8744 0.0 0.0 0.0
H 3.2132 4.9197 -0.1504 -0.1 0.0 0.0
H -2.8536 -1.6547 2.4795 0.1 0.0 0.0
H 3.5569 0.5118 2.2860 0.0 0.0 0.0
H 2.2614 -2.8200 3.9707 0.0 0.0 0.0
W 0.6224 1.8244 -0.4520 -0.7 -0.5 -0.7
H 2.8733 -2.3197 2.4051 0.0 -0.1 0.1
C 0.1834 -4.2138 -2.5995 0.2 0.1 0.1
H -3.0643 -1.9722 -1.2821 0.1 0.0 0.0
O 0.0362 -0.0990 -0.8419 0.6 1.6 0.6
H -2.0492 1.3787 -2.5124 -0.1 0.0 0.1
C 2.7976 1.3550 -2.4697 0.0 -0.2 -0.1
H 1.3473 -5.9873 -2.2575 0.1 0.0 0.0
H 3.7309 2.6747 0.4526 0.0 -0.1 0.0
H 0.0515 -2.0095 3.5402 -0.1 0.0 -0.1
H -3.1996 2.9713 0.1867 0.0 -0.1 -0.1
H 1.9983 3.2060 -3.3216 -0.1 0.0 0.0
H -2.2524 -0.0582 0.9434 -0.1 0.0 0.0
H 1.7229 1.7340 -4.2758 -0.1 0.0 0.0
H 1.9513 -2.5583 -1.3715 0.0 0.0 0.0
H 0.5041 -3.0093 2.1769 0.0 0.0 0.0
C 1.7926 2.1387 -3.2661 0.1 -0.1 -0.1
H -0.7659 2.8594 -3.9812 0.2 -0.1 -0.1
H 2.0584 -2.7212 0.3855 0.0 0.0 0.0
O 0.5118 1.9243 -2.5712 0.1 0.6 0.4
C 0.0236 -2.8566 -0.4481 0.1 0.2 -0.3
H -0.1274 5.2042 0.1887 0.0 0.0 -0.1
C -0.6156 -3.1386 -1.8358 0.0 -0.2 -0.1
C -4.0864 -2.6854 1.0523 0.0 0.1 -0.1
C 1.6818 -0.0776 1.4387 0.2 -0.4 0.5
H 2.2775 -0.6323 0.7139 0.0 0.3 -0.2
C -2.1965 -1.0602 0.4892 0.1 0.2 -0.3
C 1.5429 -3.0886 -0.5055 -0.1 -0.1 0.1
H -3.9439 -3.3892 0.2294 0.0 0.0 0.0
C -1.5465 2.8546 1.5234 -0.2 -0.1 0.1
H 1.6208 3.6396 2.1715 0.0 -0.1 0.0
H 0.0347 -5.8102 -1.1566 -0.1 0.1 0.1
H 2.8368 4.5290 -1.8213 -0.1 0.0 0.0
H 2.5551 0.2943 -2.4940 0.0 -0.1 0.0
H -5.0856 -0.5772 -1.2965 0.0 0.0 0.0
C -2.7328 -2.1189 1.4980 -0.1 -0.1 0.2
C 3.5254 2.8620 -0.6002 0.2 0.0 0.2
C 0.8160 4.8165 0.5639 -0.2 0.2 0.0
O -0.0803 2.7612 1.4387 0.2 -0.3 -0.7
H -5.9683 -2.0408 0.2478 0.0 0.0 -0.1
O 2.7159 1.7287 -1.0427 -0.7 0.0 -0.2
C 2.1609 -2.0618 3.1954 0.0 0.2 0.0
C -1.7824 2.3769 -2.1746 -0.2 -0.3 -0.2
H -0.2742 3.8756 -2.6052 0.2 0.0 0.0
O 1.3685 3.9453 -0.4750 0.0 -0.6 0.2
C 0.6572 3.9776 1.7923 0.2 0.1 0.2
P -0.4341 -1.2427 0.1762 -0.4 -0.5 0.4
H -1.6381 -3.4893 -1.6964 0.0 0.0 0.0
H -2.0287 -2.9449 1.6343 0.0 0.0 0.0
C 2.4729 -0.6811 3.7593 0.0 -0.1 -0.1
H 1.6986 -0.4062 4.4788 0.0 0.0 0.0
C 2.7875 4.1576 -0.8012 0.1 0.1 -0.3
H -0.4008 -3.5521 0.2850 0.0 0.0 0.0
H 1.6555 -5.0705 0.3369 0.0 0.0 0.0
H -2.6164 -0.2953 -1.5111 0.0 0.0 0.0
H 1.4006 0.9452 0.8836 0.5 -0.3 0.7
H -0.4808 -4.7031 -3.3098 0.0 0.0 0.0
C 0.4068 -0.8367 1.7567 -0.1 0.1 -0.2
C 2.5286 0.3757 2.6239 -0.1 0.2 0.1
H 4.4747 2.8719 -1.1352 0.0 -0.1 0.0
C -5.0641 -1.5815 0.6417 0.0 0.0 0.1
O -1.4655 2.2536 -0.7344 0.6 0.3 -0.4
H 3.4241 -0.6662 4.2878 0.0 0.0 0.0
```
Positions in Å, forces in eV/Å.

Entry from the OMol25 dataset: a structure of composition C29H39N2O2P2Zr in a non-equilibrium geometry (wB97M-V/def2-TZVPD).

Computed properties:
Net charge: +1
E_HOMO (spin up / spin down): -10.21 / -10.21 eV
E_LUMO (spin up / spin down): -4.43 / -4.43 eV

XYZ file:
```
75
Properties=species:S:1:pos:R:3:forces:R:3
H -1.8610 -1.5407 2.9369 0.0 0.0 -0.3
H 1.7278 0.7575 3.0963 -0.4 0.2 0.1
C 1.6987 0.3122 -3.9381 0.2 -0.1 -0.3
C 4.9277 0.4294 0.2508 0.1 0.6 0.0
H 0.1629 -2.3089 -3.8659 0.1 0.1 0.3
C 0.7765 3.4458 1.7701 0.0 0.5 0.3
C -1.6479 1.8291 1.4723 -0.1 0.0 0.2
H -2.0194 2.6803 2.0650 0.2 -0.2 -0.2
H 0.2257 -0.1864 2.9731 0.1 0.7 0.1
H 5.7736 1.1284 0.2895 -0.4 -0.4 0.0
C -2.3751 -1.5414 1.9740 0.4 0.4 -0.2
H -0.1772 4.0447 -2.1240 0.1 0.4 0.5
H 1.9238 -2.0218 0.1033 0.6 0.3 -0.2
C -1.1309 0.5552 -3.2116 -0.5 -0.1 0.6
C 1.6013 -2.0167 2.4965 -0.6 1.0 -0.5
O 0.0371 4.4650 -1.2446 0.3 -0.4 -0.6
C -4.0628 2.1332 -1.4541 0.3 -0.3 -0.8
C -0.1850 -3.4351 1.8005 -0.1 0.3 -0.4
C -3.5207 2.2883 -0.1724 0.4 0.0 1.0
O -0.1658 3.2759 -3.6715 -0.5 -0.2 -0.3
H -1.9998 0.9060 1.9729 0.1 0.4 -0.2
H 1.3619 -2.3998 -2.5253 -0.4 0.1 -0.1
N -1.4734 1.3270 -0.9328 -0.5 0.9 -0.6
C 1.4723 -4.2618 3.3555 0.0 0.1 0.0
H 1.5041 1.7620 -1.2779 -0.5 4.4 -1.2
C 5.1320 -0.9299 0.5132 -0.5 -0.1 -0.1
H 3.5297 1.9811 -0.2622 0.1 -0.3 0.1
C 4.0347 -1.8005 0.4545 0.3 0.0 -0.1
H 6.1309 -1.3089 0.7590 -0.5 0.2 -0.1
H 0.4379 4.0466 0.9077 0.1 -0.2 0.4
H -0.8056 3.6718 -4.2877 0.4 -0.1 0.2
H 2.2015 -1.1084 2.5048 -0.5 -0.2 -0.2
C -3.3084 1.5388 -2.4535 -1.0 0.3 -0.1
H 2.6872 -0.0396 -3.5954 -0.4 0.1 -0.1
H -1.0792 -3.6859 1.2252 0.3 0.3 0.1
H 1.4748 -0.1284 -4.9223 0.1 0.2 0.3
H 0.8718 4.9209 -1.4353 -0.3 0.0 0.1
N -0.2192 -1.1196 0.8333 0.8 -0.2 -0.3
C -1.9870 1.1229 -2.2033 0.9 -0.1 -0.5
H 0.3778 3.8580 2.7114 0.2 0.0 -0.3
H -4.1057 2.7222 0.6516 0.3 -0.3 -0.5
H -5.5030 -2.0029 0.7377 0.2 0.0 0.0
C -2.3861 -1.3340 -0.4136 1.3 0.0 0.1
H -0.3919 -2.3799 -2.1568 0.3 0.0 -0.3
H -1.8807 -1.1939 -1.3665 -0.1 -0.1 0.2
H 4.1711 -2.8681 0.6603 -0.1 0.4 -0.1
C 0.4034 -2.1373 1.7060 0.1 -1.1 0.8
C -1.6325 -1.2955 0.7808 -1.4 -0.9 0.6
H 3.0268 -2.8745 3.8684 -0.3 0.1 -0.3
C 0.6307 0.8364 3.0315 0.0 -0.1 0.5
C -3.7393 -1.7891 1.9599 0.0 0.1 -0.2
H -3.7263 1.3877 -3.4574 0.2 0.1 0.5
Zr 0.5290 0.5947 -0.4829 -3.8 -12.1 5.2
P 0.2091 1.7497 1.5275 -1.0 3.2 3.8
C 0.3831 -1.9928 -2.8339 0.1 -0.4 0.0
H 1.7103 1.4097 -4.0283 0.0 -0.4 0.0
C 2.7606 -1.3140 0.1365 0.6 -0.8 -0.5
H 0.2413 1.3393 3.9268 0.1 0.0 -0.2
H 1.8735 -5.0557 3.9748 -0.1 0.0 0.0
H -0.4892 2.3401 -3.5639 0.1 0.3 -0.1
H -1.5906 0.2816 -4.1647 0.1 0.1 0.2
H 0.7246 2.2552 -1.0168 3.5 2.0 -1.8
C -4.4334 -1.8050 0.7502 -0.1 0.0 0.1
C 2.5580 0.0386 -0.1245 1.3 1.5 -0.5
C 2.1128 -3.0302 3.2914 -0.3 -0.5 -0.1
C 0.3226 -4.4575 2.5998 0.3 0.2 0.0
H 1.8803 3.4585 1.8051 -0.4 0.0 0.0
C -2.2278 1.8499 0.0680 -1.0 0.5 -0.1
H -4.2726 -1.9763 2.8924 0.2 0.1 -0.2
H -5.0851 2.4647 -1.6659 0.4 -0.1 0.1
C 3.6513 0.9115 -0.0648 1.3 -0.4 0.4
C -3.7445 -1.5758 -0.4337 -0.6 0.0 0.1
H -0.1737 -5.4275 2.6362 0.0 0.3 -0.1
H -4.2824 -1.5998 -1.3840 0.2 0.0 0.3
P 0.4232 -0.1758 -2.7352 -0.6 -0.2 -4.6
```
Positions in Å, forces in eV/Å.

Which of these has the lowest net charge?
C29H39N2O2P2Zr

Which value of net charge does entry 2 give?
+1